(1)
71
Properties=species:S:1:pos:R:3 method="wB97M-V/def2-TZVPD" e_above_lowest_kj_mol=143.3 mol_weight_da=766.63 lumo_ev=-7.37 max_force_ha_per_bohr=0.10472 homo_energy_ev=-12.94 charge=+2
Ce 8.504 9.007 16.042
O 10.231 8.007 16.696
C 11.148 7.951 17.707
C 11.958 6.880 17.886
C 12.734 6.695 19.013
C 12.759 7.624 19.995
C 12.035 8.782 19.848
C 11.241 8.955 18.697
C 10.600 10.263 18.507
N 9.639 10.533 17.696
C 9.205 11.911 17.659
C 9.098 12.361 16.203
N 8.296 11.441 15.444
C 7.349 11.902 14.695
C 6.366 11.127 13.919
C 5.849 11.665 12.710
C 5.073 10.870 11.890
C 4.758 9.571 12.240
C 5.204 9.028 13.447
C 6.027 9.816 14.317
O 6.538 9.297 15.450
H 11.963 6.095 17.120
H 13.283 5.784 19.015
H 13.404 7.508 20.844
H 12.027 9.522 20.648
H 10.938 11.112 19.200
H 9.883 12.526 18.235
H 8.186 11.979 18.072
H 10.153 12.326 15.863
H 8.602 13.339 16.208
H 7.099 12.966 14.612
H 6.088 12.695 12.390
H 4.700 11.331 10.978
H 4.141 8.955 11.567
H 5.030 8.042 13.870
C 8.192 5.773 14.430
O 8.338 7.170 14.146
C 8.663 7.494 12.892
C 8.366 6.704 11.760
C 8.631 7.104 10.490
Br 8.189 5.982 9.003
C 9.183 8.376 10.242
C 9.473 9.176 11.349
C 9.280 8.690 12.647
O 9.581 9.478 13.781
C 10.118 10.530 11.205
N 11.415 10.756 11.315
C 11.598 12.084 10.997
C 12.746 12.850 10.941
C 12.597 14.196 10.687
C 11.332 14.781 10.574
C 10.168 14.065 10.608
C 10.356 12.681 10.801
N 9.382 11.705 11.042
H 8.904 5.219 13.860
H 7.206 5.448 14.221
H 8.466 5.539 15.474
H 7.780 5.817 11.942
H 9.416 8.704 9.259
H 10.220 10.180 13.524
H 13.694 12.337 10.939
H 13.457 14.823 10.575
H 11.262 15.860 10.394
H 9.145 14.397 10.580
H 8.568 11.675 10.488
C 7.520 7.489 20.980
C 7.637 7.906 19.557
N 7.622 8.209 18.449
H 8.363 7.870 21.547
H 7.444 6.378 21.029
H 6.663 7.817 21.317

---

(2)
71
Properties=species:S:1:pos:R:3 method="wB97M-V/def2-TZVPD" e_above_lowest_kj_mol=0.0 mol_weight_da=715.58 lumo_ev="-1.57 / -0.31" max_force_ha_per_bohr=0.00697 spin_multiplicity=5 homo_energy_ev="-8.18 / -8.39" s2=6.09
Mn -0.329 1.169 0.231
C 0.150 -1.686 -1.931
C -1.003 -1.142 -1.169
N -0.858 -0.958 0.107
N -2.058 -0.736 0.808
C -1.893 -0.157 1.948
S -0.417 0.648 2.454
S -3.191 -0.049 3.110
C -4.493 -1.085 2.361
C -5.546 -0.280 1.653
C -5.403 0.045 0.306
C -6.371 0.804 -0.334
C -7.491 1.243 0.361
C -7.640 0.918 1.699
C -6.672 0.159 2.341
C -2.185 -0.663 -1.900
C -3.094 -1.450 -2.595
C -4.119 -0.855 -3.310
C -4.202 0.537 -3.346
C -3.289 1.331 -2.676
C -2.253 0.748 -1.940
O -1.324 1.508 -1.354
H 0.974 -1.948 -1.271
H 0.481 -0.975 -2.689
H -0.194 -2.579 -2.464
H -4.921 -1.640 3.195
H -3.999 -1.782 1.688
H -4.531 -0.292 -0.243
H -6.247 1.050 -1.380
H -8.245 1.835 -0.141
H -8.514 1.253 2.244
H -6.790 -0.100 3.387
H -3.005 -2.529 -2.558
H -4.840 -1.463 -3.838
H -4.995 1.009 -3.915
H -3.346 2.411 -2.712
O 3.190 4.958 2.398
C 3.096 5.113 1.041
C 3.877 6.026 0.347
C 3.763 6.127 -1.030
C 2.864 5.324 -1.715
C 2.074 4.428 -1.010
C 2.172 4.318 0.369
C 1.364 3.300 1.147
O 0.298 2.850 0.344
N 2.253 2.214 1.579
N 2.529 1.371 0.561
C 2.667 0.131 0.800
C 2.953 -0.802 -0.285
Br 3.204 0.007 -1.989
C 2.957 -2.131 -0.189
C 2.781 -2.901 1.061
C 1.834 -3.923 1.105
C 1.637 -4.654 2.265
C 2.399 -4.388 3.394
C 3.366 -3.394 3.352
C 3.558 -2.658 2.192
H 3.871 5.551 2.731
H 4.577 6.657 0.885
H 4.377 6.842 -1.563
H 2.775 5.395 -2.791
H 1.357 3.807 -1.527
H 0.993 3.742 2.075
H 1.954 1.773 2.445
H 2.519 -0.291 1.794
H 3.069 -2.707 -1.101
H 1.236 -4.130 0.225
H 0.887 -5.435 2.289
H 2.247 -4.961 4.299
H 3.980 -3.195 4.221
H 4.334 -1.903 2.153

---

(3)
77
Properties=species:S:1:pos:R:3 method="wB97M-V/def2-TZVPD" mol_weight_da=816.03 lumo_ev=-0.13 max_force_ha_per_bohr=0.00963 homo_energy_ev=-6.86
Cd 0.158 -0.562 0.479
Cl -1.350 3.144 3.633
C 0.134 2.249 3.757
C 0.911 2.394 4.906
C 2.092 1.714 5.034
Cl 3.040 1.919 6.481
C 2.548 0.863 4.008
C 3.765 0.151 4.034
C 4.121 -0.624 2.966
C 3.251 -0.720 1.869
N 2.103 -0.089 1.822
C 1.740 0.712 2.849
C 0.488 1.421 2.683
O -0.212 1.303 1.619
H 0.578 3.055 5.694
H 4.407 0.235 4.901
H 5.050 -1.178 2.954
H 3.497 -1.345 1.020
O -0.957 -1.999 2.038
N -0.517 -3.172 2.415
C -1.133 -3.769 3.458
C -0.752 -4.997 3.928
C 0.314 -5.651 3.312
C 0.937 -5.042 2.250
C 0.524 -3.789 1.769
S 1.268 -3.046 0.424
H -1.943 -3.193 3.879
H -1.276 -5.437 4.764
H 0.642 -6.619 3.665
H 1.771 -5.507 1.745
N -1.738 -3.360 -2.692
C -0.634 -2.672 -2.361
N -0.948 -1.752 -1.488
C -2.285 -1.927 -1.296
N -2.802 -2.900 -2.018
C -3.048 -1.077 -0.383
C -4.440 -1.055 -0.398
N -5.129 -0.258 0.408
C -4.423 0.515 1.226
C -3.033 0.502 1.242
N -2.350 -0.294 0.435
H -1.843 -4.138 -3.318
H 0.349 -2.868 -2.755
H -4.996 -1.692 -1.075
H -4.986 1.165 1.885
H -2.455 1.143 1.894
O -0.516 1.192 -1.369
C -1.465 1.401 -2.096
C -1.425 1.140 -3.581
C -1.353 2.553 -4.237
C -0.765 3.676 -3.345
C -1.753 4.348 -2.367
C -2.178 3.469 -1.179
N -2.554 2.142 -1.687
H -2.309 0.595 -3.921
H -0.540 0.549 -3.806
H -2.352 2.858 -4.560
H -0.746 2.477 -5.140
H -0.387 4.456 -4.008
H 0.099 3.296 -2.792
H -2.648 4.636 -2.929
H -1.304 5.268 -1.985
H -3.023 3.912 -0.654
H -1.365 3.328 -0.468
H -3.273 2.207 -2.395
N 3.635 3.744 -3.576
C 3.498 2.664 -3.207
C 3.318 1.314 -2.773
C 4.087 0.284 -3.312
C 3.855 -1.007 -2.876
C 2.864 -1.224 -1.928
N 2.128 -0.242 -1.411
C 2.354 0.998 -1.816
H 4.845 0.504 -4.052
H 4.432 -1.836 -3.261
H 2.661 -2.224 -1.561
H 1.737 1.770 -1.371

---

(4)
96
Properties=species:S:1:pos:R:3 method="wB97M-V/def2-TZVPD" mol_weight_da=1447.47 lumo_ev=-0.84 max_force_ha_per_bohr=0.06825 homo_energy_ev=-10.09
C -6.032 0.618 1.296
C -5.690 1.847 1.777
C -4.936 2.756 1.052
C -4.445 2.397 -0.161
C -4.788 1.176 -0.705
C -5.604 0.297 0.023
N -3.600 3.313 -0.909
O -3.327 3.095 -2.085
O -3.286 4.388 -0.332
H -6.753 -0.048 1.801
H -6.232 2.131 2.734
H -4.828 3.760 1.448
H -4.526 0.916 -1.695
H -5.914 -0.645 -0.295
C -0.100 -6.757 -0.611
C -1.390 -7.256 -0.457
C -2.467 -6.416 -0.208
C -2.260 -5.060 0.072
C -0.957 -4.619 0.059
C 0.084 -5.403 -0.359
N -3.370 -4.194 0.413
O -4.378 -4.771 0.746
O -3.234 -2.993 0.261
H 0.773 -7.392 -0.768
H -1.587 -8.310 -0.574
H -3.454 -6.769 -0.245
H -0.879 -3.602 0.331
H 1.076 -5.027 -0.333
C -1.366 0.986 1.443
C -0.700 2.106 0.874
C -0.111 2.054 -0.321
C -0.209 0.885 -1.032
C -0.693 -0.271 -0.471
C -1.270 -0.202 0.770
N 0.304 0.834 -2.403
O 0.388 -0.189 -2.980
O 0.714 1.895 -2.878
H -1.838 1.042 2.407
H -0.569 3.017 1.435
H 0.358 2.868 -0.717
H -0.604 -1.222 -1.043
H -1.721 -1.123 1.285
C 2.896 5.308 -3.655
C 3.260 4.852 -2.324
C 4.558 4.708 -2.007
C 5.461 5.157 -2.930
C 5.182 5.649 -4.182
C 3.828 5.759 -4.538
N 6.877 5.010 -2.541
O 7.268 4.398 -1.541
O 7.634 5.363 -3.467
H 1.832 5.415 -3.874
H 2.494 4.648 -1.614
H 5.016 4.320 -1.044
H 5.933 6.152 -4.805
H 3.412 6.210 -5.431
C 2.572 -2.295 4.448
Cl 2.507 -3.711 5.482
Cl 3.413 -0.938 5.304
Cl 1.013 -1.769 3.914
H 3.178 -2.560 3.597
C 4.559 1.018 -2.299
Cl 4.493 -0.432 -3.334
Cl 6.218 1.144 -1.696
Cl 3.433 1.017 -0.885
H 4.385 1.829 -2.934
C -2.241 -2.829 4.764
Cl -1.990 -4.357 3.919
Cl -2.765 -3.063 6.408
Cl -3.265 -1.792 3.807
H -1.241 -2.402 4.885
C 1.706 3.419 3.430
Cl 2.588 3.760 4.950
Cl 1.798 1.693 3.062
Cl 2.368 4.394 2.053
H 0.663 3.619 3.567
C 1.176 -2.849 -4.747
Cl 2.561 -2.791 -5.820
Cl 1.405 -3.649 -3.228
Cl -0.157 -3.592 -5.741
H 0.941 -1.816 -4.455
C -3.721 -2.682 -2.946
Cl -3.419 -4.384 -2.978
Cl -5.418 -2.391 -2.706
Cl -3.144 -1.812 -4.345
H -3.251 -2.256 -2.028
C -1.651 2.025 5.969
Cl -1.953 2.768 4.413
Cl -0.406 0.832 5.784
Cl -3.113 1.204 6.537
H -1.269 2.691 6.713
C 4.416 -1.979 0.422
Cl 2.699 -2.104 0.237
Cl 5.137 -3.590 0.526
Cl 4.764 -0.920 1.777
H 4.783 -1.511 -0.519

---

(5)
78
Properties=species:S:1:pos:R:3 method="wB97M-V/def2-TZVPD" mol_weight_da=860.62 lumo_ev="-2.97 / -2.65" max_force_ha_per_bohr=0.03348 spin_multiplicity=2 homo_energy_ev="-7.09 / -7.09" s2=1.24
Cr 0.481 -0.803 -1.380
C 2.137 0.006 -5.351
C 1.730 -0.728 -4.245
N 0.857 -0.229 -3.374
C 0.370 1.007 -3.632
C 0.800 1.721 -4.735
N 1.689 1.233 -5.592
C -0.727 1.397 -2.731
C -1.581 2.480 -2.804
C -2.736 2.501 -2.014
C -3.075 1.324 -1.331
C -2.175 0.282 -1.294
N -0.955 0.423 -1.836
C -2.374 -1.108 -0.834
C -3.513 -1.606 -0.228
N -3.653 -2.894 0.062
C -2.644 -3.696 -0.257
C -1.482 -3.215 -0.847
N -1.341 -1.924 -1.133
C -3.606 3.710 -1.945
C -3.385 4.821 -2.751
C -4.184 5.944 -2.599
N -5.172 6.034 -1.713
C -5.391 4.967 -0.949
C -4.646 3.799 -1.026
H 2.845 -0.412 -6.056
H 2.106 -1.722 -4.043
H 0.418 2.716 -4.931
H -1.366 3.279 -3.497
H -4.052 1.200 -0.888
H -4.335 -0.950 0.031
H -2.755 -4.749 -0.032
H -0.652 -3.869 -1.082
H -2.613 4.838 -3.507
H -4.017 6.815 -3.222
H -6.199 5.047 -0.231
H -4.887 2.988 -0.353
O 3.201 -1.441 1.081
C 4.458 -1.088 0.528
C 4.436 -1.037 -0.999
C 5.934 -1.039 -1.393
O 6.170 -0.922 -2.788
C 3.837 0.241 -1.608
Se 2.165 0.963 -0.901
C 3.832 -2.296 -1.604
Se 1.948 -2.725 -1.316
H 3.317 -1.580 2.026
H 5.202 -1.841 0.820
H 4.799 -0.113 0.895
H 6.423 -1.933 -0.991
H 6.407 -0.170 -0.936
H 6.071 -1.786 -3.197
H 3.723 0.098 -2.681
H 4.544 1.060 -1.477
H 4.353 -3.183 -1.240
H 3.940 -2.262 -2.690
O -1.585 -3.325 8.701
S -0.685 -3.264 7.573
O -0.948 -4.223 6.517
O 0.722 -3.080 7.897
C -1.026 -1.664 6.784
N -1.444 -0.626 7.520
C -1.576 0.533 6.893
C -1.307 0.704 5.543
C -0.892 -0.430 4.870
N -0.759 -1.597 5.477
C -0.550 -0.466 3.418
C -0.559 0.646 2.584
C -0.209 0.503 1.257
N 0.135 -0.673 0.711
C 0.160 -1.739 1.526
C -0.171 -1.683 2.858
H -1.912 1.370 7.496
H -1.420 1.670 5.070
H -0.825 1.628 2.951
H -0.177 1.371 0.611
H 0.486 -2.668 1.079
H -0.133 -2.563 3.489

---

(6)
66
Properties=species:S:1:pos:R:3 method="wB97M-V/def2-TZVPD" mol_weight_da=511.57 lumo_ev=1.34 max_force_ha_per_bohr=0.05518 homo_energy_ev=-3.22 charge=-1
C 1.512 -2.441 -6.222
C 0.385 -1.707 -5.532
O 0.380 -1.967 -4.147
C -0.851 -1.690 -3.620
C -1.052 -2.076 -2.250
F -0.008 -2.545 -1.581
C -2.319 -2.028 -1.572
O -3.322 -1.541 -2.079
O -2.361 -2.609 -0.334
C -3.690 -2.671 0.130
C -3.833 -3.683 1.244
O -1.737 -1.188 -4.302
H 1.525 -2.270 -7.299
H 2.473 -2.124 -5.816
H 1.423 -3.514 -6.042
H 0.448 -0.616 -5.657
H -0.593 -2.026 -5.924
H -3.973 -1.654 0.441
H -4.322 -2.934 -0.732
H -4.857 -3.759 1.612
H -3.515 -4.667 0.894
H -3.189 -3.415 2.081
C -4.738 1.897 4.401
C -4.686 1.033 3.324
C -3.514 0.876 2.621
C -2.363 1.579 2.978
C -1.114 1.437 2.211
C -1.132 1.397 0.855
C 0.061 1.256 0.072
C 0.030 1.437 -1.294
C 1.171 1.257 -2.179
C 2.047 0.174 -2.031
C 3.158 0.051 -2.831
C 3.409 0.987 -3.817
C 2.541 2.046 -4.003
C 1.434 2.180 -3.200
C 1.289 1.028 0.777
C 1.377 1.061 2.129
C 2.675 0.854 2.795
C 3.561 -0.131 2.356
C 4.784 -0.299 2.966
C 5.151 0.510 4.021
C 4.284 1.483 4.475
C 3.058 1.649 3.872
C 0.174 1.365 2.917
O 0.243 1.555 4.120
C -2.429 2.423 4.085
C -3.605 2.584 4.784
H -5.658 2.029 4.944
H -5.563 0.474 3.042
H -3.467 0.186 1.797
H -2.070 1.492 0.341
H -0.885 1.809 -1.729
H 1.825 -0.583 -1.298
H 3.832 -0.776 -2.687
H 4.284 0.889 -4.439
H 2.740 2.774 -4.774
H 0.772 3.018 -3.329
H 2.195 0.902 0.215
H 3.272 -0.772 1.541
H 5.455 -1.068 2.618
H 6.112 0.383 4.490
H 4.564 2.112 5.303
H 2.369 2.393 4.234
H -1.534 2.934 4.398
H -3.635 3.242 5.638